# 1
A cluster of 9 separate species, C20H54F18N6O6P3 in total in a non-equilibrium geometry. Source: the Open Molecules 2025 dataset; level of theory: ωB97M-V/def2-TZVPD.

Computed properties:
strongest force on any atom = 2.33 eV/A
spin multiplicity = 1
gap between HOMO and LUMO = 9.747 eV
total charge = +3
E_LUMO = -0.2726 hartree
E_HOMO = -17.164 eV
ΔE to the lowest compared entry with this formula, charge and spin = 43.8 kJ/mol

Cartesian coordinates (Å):
C  2.43504  -6.87191  -0.91144
C  1.88228  -5.57996  -0.42196
O  0.76806  -5.33853  -0.18352
N  2.90695  -4.42962  -0.34124
H  3.80990  -4.84114  -0.08713
H  3.03316  -3.95822  -1.23818
C  2.58709  -3.47357  0.81056
H  1.85894  -7.68017  -0.46643
H  3.49960  -6.96144  -0.69818
H  2.30848  -6.97854  -1.99229
H  3.19560  -2.58406  0.67410
H  2.98921  -3.97236  1.68382
H  1.53809  -3.23724  0.87649
C  -0.25656  1.75942  4.97741
C  0.10536  2.52679  3.76273
O  -0.59499  3.24081  3.14340
N  1.49300  2.23383  3.23938
H  2.31346  2.57396  3.75157
H  1.54468  1.20007  3.33166
C  1.66886  2.44257  1.75852
H  -0.82543  2.34307  5.69678
H  0.56240  1.26572  5.49571
H  -0.89356  0.93167  4.63875
H  2.55868  1.90800  1.46762
H  1.68042  3.52734  1.63294
H  0.73165  2.20533  1.27290
C  3.62054  4.33438  -4.61700
C  4.31082  3.36502  -3.72562
O  5.20655  3.57445  -3.01902
N  3.73505  1.93266  -3.70349
H  2.83106  1.96211  -4.17589
H  4.32776  1.29626  -4.24754
C  3.61427  1.48507  -2.28246
H  4.07607  4.29270  -5.61037
H  3.68751  5.32123  -4.17260
H  2.56226  4.08626  -4.72424
H  3.17297  0.49126  -2.21918
H  2.99557  2.20832  -1.75940
H  4.60410  1.39820  -1.84679
C  -2.15849  3.09143  -0.51890
C  -2.20246  2.61657  -1.93533
O  -2.94916  1.81888  -2.38802
N  -1.25530  3.37117  -2.83874
H  -0.38515  3.47175  -2.26512
H  -0.91165  2.74965  -3.57654
C  -1.84658  4.63644  -3.43673
H  -2.83587  3.95055  -0.54636
H  -1.17620  3.22913  -0.07640
H  -2.60536  2.32570  0.10878
H  -2.60788  4.26732  -4.11604
H  -1.05025  5.10959  -4.00134
H  -2.15576  5.28608  -2.63056
C  0.67636  -3.02317  -4.33752
C  -0.43900  -3.71933  -3.63332
O  -0.34921  -4.68914  -2.99802
N  -1.79184  -3.03212  -3.72693
H  -1.66310  -2.01364  -3.80215
H  -2.14707  -3.31327  -4.65556
C  -2.76865  -3.46678  -2.67132
H  1.48815  -2.87773  -3.63626
H  0.43993  -2.04346  -4.75124
H  1.05007  -3.64143  -5.15786
H  -3.76354  -3.13064  -2.95167
H  -2.49021  -2.99592  -1.73887
H  -2.72727  -4.54937  -2.68838
C  -4.90895  -1.43494  4.33300
N  -4.41025  -1.11364  2.93961
C  -5.61881  -1.22156  2.07036
C  -3.95345  0.31772  2.91916
C  -3.40018  -2.15293  2.49510
C  -2.10413  -2.15889  3.26753
O  -1.37695  -0.93485  3.12308
H  -5.18292  -2.48255  4.37691
H  -5.72652  -0.76942  4.59135
H  -4.09707  -1.20068  5.01969
H  -6.04541  -2.21911  2.07396
H  -5.33048  -0.92350  1.05921
H  -6.36289  -0.48726  2.36927
H  -3.45741  0.45114  1.96237
H  -3.18031  0.38201  3.67848
H  -4.76955  0.97773  3.18366
H  -3.27971  -1.97923  1.42560
H  -3.94825  -3.08652  2.63283
H  -1.47061  -2.91173  2.78926
H  -2.22600  -2.35709  4.32732
H  -0.89136  -0.94937  2.28254
P  1.35630  5.34676  -1.44054
F  1.60016  6.89937  -1.55164
F  1.18146  5.26243  -3.05792
F  2.94487  5.07843  -1.58451
F  1.14303  3.68487  -1.36589
F  1.52140  5.38031  0.15663
F  -0.23922  5.54218  -1.26065
P  2.75138  -1.34568  4.18594
F  1.21443  -1.77810  3.98282
F  2.24022  -0.01961  5.00461
F  2.83852  -2.15785  5.54489
F  4.28594  -0.90329  4.31898
F  3.25592  -2.60637  3.30747
F  2.66377  -0.38617  2.82304
P  -0.01653  -0.42915  -0.36445
F  -0.74499  -0.04266  -1.79179
F  0.97123  0.81728  -0.58756
F  -1.14718  0.45314  0.33897
F  0.65870  -0.78561  1.02565
F  -0.85697  -1.82052  -0.26407
F  1.09935  -1.36307  -1.14025

Results of the Löwdin charge analysis, in e, for atoms 1 through 99:
1 C 0.043
2 C -0.405
3 O 0.195
4 N 0.105
5 H 0.172
6 H 0.175
7 C 0.018
8 H 0.116
9 H 0.098
10 H 0.113
11 H 0.107
12 H 0.098
13 H 0.080
14 C 0.039
15 C -0.391
16 O 0.181
17 N 0.102
18 H 0.204
19 H 0.119
20 C 0.010
21 H 0.111
22 H 0.083
23 H 0.084
24 H 0.104
25 H 0.092
26 H 0.062
27 C 0.033
28 C -0.414
29 O 0.228
30 N 0.096
31 H 0.163
32 H 0.191
33 C 0.011
34 H 0.117
35 H 0.111
36 H 0.077
37 H 0.090
38 H 0.083
39 H 0.113
40 C 0.033
41 C -0.425
42 O 0.162
43 N 0.076
44 H 0.105
45 H 0.177
46 C 0.045
47 H 0.123
48 H 0.083
49 H 0.076
50 H 0.110
51 H 0.096
52 H 0.101
53 C 0.039
54 C -0.404
55 O 0.204
56 N 0.096
57 H 0.177
58 H 0.201
59 C 0.040
60 H 0.087
61 H 0.093
62 H 0.117
63 H 0.113
64 H 0.087
65 H 0.110
66 C 0.030
67 N -0.359
68 C -0.005
69 C 0.030
70 C -0.090
71 C -0.179
72 O -0.098
73 H 0.118
74 H 0.118
75 H 0.111
76 H 0.117
77 H 0.111
78 H 0.115
79 H 0.100
80 H 0.090
81 H 0.120
82 H 0.130
83 H 0.141
84 H 0.139
85 H 0.135
86 H 0.045
87 P 0.177
88 F -0.089
89 F -0.165
90 F -0.139
91 F -0.218
92 F -0.131
93 F -0.140
94 P 0.168
95 F -0.150
96 F -0.181
97 F -0.107
98 F -0.133
99 F -0.163



# 2
A structure of composition C20H54F6MgNO13S2 in a non-equilibrium geometry. Source: the Open Molecules 2025 dataset; level of theory: ωB97M-V/def2-TZVPD.

Computed properties:
strongest force on any atom = 5.22 eV/A
spin multiplicity = 2
gap between HOMO and LUMO (spin up / spin down) = 4.995 / 2.539 eV
total charge = +2
<S²> = 0.754
E_LUMO (spin up / spin down) = -0.2954 / -0.3856 hartree
E_HOMO (spin up / spin down) = -13.032 / -13.032 eV

Cartesian coordinates (Å):
Mg  13.00059  -7.72406  5.93642
C  10.20525  -5.54813  7.53653
F  10.35466  -4.84819  6.41724
F  9.51866  -4.79981  8.40308
F  9.54996  -6.71715  7.22558
S  11.91726  -6.00164  8.33748
O  12.33150  -5.01519  9.32943
O  11.82646  -7.32563  8.87186
N  12.97655  -6.15086  6.86450
S  13.43557  -4.60246  6.68886
O  14.01720  -4.44112  5.40003
O  12.57695  -3.44831  7.10578
C  15.01318  -4.46876  7.79359
F  14.83799  -4.95090  9.01617
F  16.06664  -4.99919  7.16097
F  15.25404  -3.16920  7.98165
C  12.97072  -0.28193  6.59705
C  13.05679  -0.85350  5.15200
O  14.34991  -0.79103  4.69815
H  13.62686  -0.74893  7.33155
H  11.97476  -0.56860  6.93468
H  13.01131  0.80722  6.58245
H  12.43379  -0.38871  4.38785
H  12.82620  -1.91668  5.08443
H  14.79320  0.05656  4.77989
C  16.81912  -7.66118  8.75852
C  15.82478  -8.07516  9.75311
O  15.01335  -9.14383  9.25522
H  16.28135  -7.51665  7.82150
H  17.61137  -8.40468  8.84601
H  17.43149  -6.78340  8.96494
H  15.18601  -7.20156  9.88308
H  16.35776  -8.45790  10.62348
H  15.02133  -9.77400  9.97938
C  10.93354  -4.20671  2.94831
C  11.92971  -3.14833  2.49857
O  13.28064  -3.69444  2.54970
H  11.17970  -4.60514  3.93256
H  10.88501  -5.06283  2.27541
H  9.94005  -3.78442  3.09915
H  11.80759  -2.43601  3.31453
H  11.67453  -2.86077  1.47862
H  13.47756  -3.95102  3.45358
C  17.21915  -2.81277  4.88556
C  17.04479  -2.39752  3.42115
O  15.71298  -2.76738  3.00012
H  17.21698  -3.88830  5.06253
H  16.37059  -2.40531  5.43513
H  18.10242  -2.27797  5.23474
H  17.59408  -3.14549  2.84937
H  17.12406  -1.33283  3.20153
H  15.21157  -2.14091  3.52711
C  18.70774  -3.09474  9.18408
C  19.63246  -2.58112  8.04605
O  19.36886  -1.21824  7.71286
H  18.59129  -2.29314  9.91345
H  18.96993  -4.00046  9.73091
H  17.68589  -3.05496  8.80681
H  19.60577  -3.20088  7.14980
H  20.62498  -2.63405  8.49349
H  20.11641  -0.92782  7.18521
C  11.98728  -9.66048  10.93583
C  12.46497  -10.94468  11.58735
O  13.69243  -11.30629  10.97068
H  12.24483  -9.70989  9.87784
H  12.52211  -8.81445  11.36745
H  10.90688  -9.56179  10.83051
H  11.69932  -11.71261  11.47713
H  12.64493  -10.90156  12.66153
H  14.02849  -12.07913  11.43044
C  14.02940  -11.47704  6.37467
C  12.89210  -10.60131  6.96340
O  13.31562  -9.25953  7.05095
H  14.10379  -12.53561  6.62364
H  14.98579  -10.99545  6.57838
H  13.93541  -11.49351  5.28885
H  12.65987  -10.95495  7.96795
H  11.99445  -10.70879  6.35450
H  13.92035  -9.11672  7.78273
C  7.06353  -2.83108  6.70602
C  5.48072  -2.57210  6.48686
O  5.02335  -1.25144  6.70313
H  7.39505  -2.31972  7.60973
H  7.66040  -2.47620  5.86583
H  7.38515  -3.87014  6.77693
H  4.87876  -3.22687  7.11696
H  5.18592  -2.92968  5.50028
H  4.12127  -1.13163  6.39735
C  9.26066  -7.31721  11.80745
C  8.77541  -5.89823  11.46279
O  9.80963  -5.00449  11.52381
H  10.12319  -7.52817  11.17527
H  8.49070  -8.07204  11.64774
H  9.75371  -7.49000  12.76408
H  7.85584  -5.61845  11.97680
H  8.53081  -5.76835  10.40856
H  9.57017  -4.08135  11.41395

Atom-resolved charges from Löwdin, all expressed in e:
1 Mg 1.147
2 C -0.577
3 F 0.129
4 F 0.169
5 F 0.124
6 S 0.732
7 O -0.222
8 O -0.264
9 N -0.384
10 S 0.634
11 O -0.301
12 O -0.259
13 C -0.625
14 F 0.144
15 F 0.128
16 F 0.143
17 C -0.039
18 C -0.309
19 O -0.092
20 H 0.072
21 H 0.076
22 H 0.084
23 H 0.122
24 H 0.073
25 H 0.117
26 C -0.089
27 C -0.288
28 O -0.085
29 H 0.067
30 H 0.093
31 H 0.085
32 H 0.105
33 H 0.138
34 H 0.073
35 C -0.085
36 C -0.241
37 O -0.100
38 H 0.040
39 H 0.079
40 H 0.087
41 H 0.086
42 H 0.129
43 H 0.010
44 C 0.004
45 C -0.112
46 O 0.247
47 H 0.096
48 H 0.077
49 H 0.102
50 H 0.145
51 H 0.171
52 H 0.082
53 C -0.066
54 C -0.309
55 O -0.082
56 H 0.080
57 H 0.078
58 H 0.038
59 H 0.091
60 H 0.110
61 H 0.084
62 C -0.081
63 C -0.292
64 O -0.089
65 H 0.036
66 H 0.090
67 H 0.073
68 H 0.113
69 H 0.118
70 H 0.095
71 C -0.034
72 C -0.228
73 O -0.155
74 H 0.094
75 H 0.080
76 H 0.073
77 H 0.123
78 H 0.130
79 H 0.062
80 C -0.062
81 C -0.291
82 O -0.076
83 H 0.064
84 H 0.053
85 H 0.041
86 H 0.098
87 H 0.097
88 H 0.088
89 C -0.060
90 C -0.341
91 O -0.073
92 H 0.028
93 H 0.082
94 H 0.082
95 H 0.116
96 H 0.086
97 H 0.099